Record 1
H42O21 | the ωB97M-V functional and the def2-TZVPD basis

Geometry (Å):
O (-1.1856, -2.1637, -2.3764)
H (-2.2033, -0.2191, -0.2775)
H (1.8682, 2.4379, 1.0829)
O (-0.2015, 0.8312, -3.4038)
O (3.5343, 2.0991, -3.0071)
H (0.6956, 0.6087, -3.6320)
H (-3.6998, -1.2904, -3.3279)
H (-0.5381, 1.7887, 0.1531)
H (4.1257, 3.4672, 0.5346)
O (-0.0771, -2.0129, 3.4958)
O (1.2333, 3.5301, -3.3287)
H (3.4339, -2.9225, 0.4598)
H (4.4140, 2.0572, -2.6077)
O (3.6282, -2.0209, 0.2036)
H (3.2735, -1.1282, 3.8977)
O (0.8476, -2.3037, -4.0349)
H (-3.1221, 0.4094, -1.1904)
O (-1.0672, 2.1097, 0.8585)
O (-4.5185, -1.3753, 0.8914)
O (0.5693, 2.5265, 3.9029)
O (1.6711, 1.5022, -0.5276)
O (-3.1993, 1.8831, 2.1657)
H (-2.5640, -1.9989, -3.9846)
H (0.9188, -2.2358, 3.4060)
O (-2.6406, -0.5821, -1.0582)
H (3.0180, 2.9098, -3.0437)
H (-3.6729, 2.4122, 2.8806)
H (-2.0030, -1.7978, 4.0397)
H (1.5230, 2.6420, 4.1157)
H (-0.9767, 3.0380, 1.1288)
H (0.1602, -5.4465, 0.5836)
H (-5.3092, -1.2283, 1.3989)
H (-0.9452, 0.2588, -3.6098)
H (1.6021, -1.5857, 1.7366)
H (-0.0152, -1.2207, 2.9263)
H (-3.1338, -1.2089, 4.6544)
H (-3.8215, 1.3708, 0.1871)
H (-1.2142, -2.8733, -1.6674)
H (2.1219, -0.3523, 3.1506)
O (-3.6060, 1.5732, -0.7826)
H (0.2675, 3.0400, -3.3072)
H (-4.9825, -1.3201, 0.0602)
H (-2.6561, 1.8338, -0.8769)
O (-2.9627, -1.9760, 4.0601)
O (0.6744, -4.9951, -0.1437)
O (-2.9010, -1.0864, -3.7844)
H (-3.1847, 0.9620, 2.4805)
H (-1.8221, -1.6029, -1.8676)
H (0.6975, -1.2944, 0.3427)
H (4.5962, -1.8923, 0.2267)
H (2.6178, 1.2264, 1.4972)
H (2.1805, 1.6518, -1.3360)
O (1.2663, -1.0156, 1.0352)
H (0.4598, 1.6369, 3.5705)
H (3.7311, 2.4284, -0.4335)
H (0.0420, -1.7695, -4.0932)
O (2.3755, -1.2336, 3.4836)
H (1.3801, 0.5939, -0.6375)
H (0.6527, -2.5901, -3.1238)
H (1.5309, 3.2307, -4.2146)
O (2.3377, 2.1141, 1.9074)
O (4.4773, 2.9029, -0.1168)
H (0.2979, -4.3334, -0.7228)

## Properties
Multiplicity ... 2
<S²> ... 0.7513
Net charge ... -1
E_LUMO (alpha / beta) ... 0.086 / 0.080 Eh
Calculated total energy ... -43676.3652 eV
Orbital gap (alpha / beta) ... 2.3 / 10.1 eV
Energy relative to the best compared isomer or geometry (same formula, charge and spin) ... 318.4 kJ/mol
M ... 378.3 g/mol

---

Record 2
C14H42NO10S7V | the ωB97M-V functional and the def2-TZVPD basis

Geometry (Å):
S (-1.0422, 0.3731, -3.3715)
O (-0.2594, -2.7362, 3.6054)
H (-0.2968, 4.5049, -1.3095)
O (1.0064, 1.9154, -0.5852)
H (1.1267, -4.2950, 0.9001)
H (4.1988, -1.0005, 1.2888)
H (2.5550, -3.6763, -0.7422)
H (3.2738, -0.3659, 3.4777)
C (-1.3363, -1.4132, -3.7317)
C (4.3406, 0.1918, -2.1598)
H (2.1721, -4.9389, -2.0220)
H (-3.9207, 2.2434, 2.1706)
H (-2.5785, 2.3188, 3.3647)
C (1.4512, 3.0617, -2.9671)
C (-2.8318, 2.6274, -0.3133)
H (-5.0063, 0.0138, 0.1417)
O (-1.1556, 1.2397, 1.2034)
H (-3.6874, 1.9764, -0.1297)
C (0.4494, 0.8310, 4.0678)
H (-0.3626, -1.9066, -3.6774)
H (-1.9332, -1.9999, -3.0371)
S (1.6552, 1.3232, 2.7729)
H (0.6655, 1.0805, 5.1043)
H (5.4887, -0.2166, 0.3029)
O (2.1193, -0.5692, -0.8428)
S (3.5551, -0.9735, -0.9726)
S (0.2451, -3.6628, -1.3935)
O (1.7405, -2.4921, 2.7609)
C (-2.9647, -2.6855, 1.5886)
N (0.5035, -2.3579, 2.7007)
O (1.3497, 0.4931, 1.5548)
H (-2.1081, -3.3226, 1.3759)
H (4.3492, 1.1897, -1.7240)
H (0.6831, 4.8585, 0.1501)
H (-2.9277, 1.9328, -3.4392)
V (0.1599, -0.2166, -0.0400)
H (2.4035, -3.2328, -2.4100)
O (-2.1474, -0.9741, -0.2363)
C (4.4175, -0.2909, 0.4929)
H (1.2403, 5.3639, -1.4481)
H (-3.2230, 0.5508, -4.4555)
H (4.0711, 0.7001, 0.7769)
H (-0.5762, -4.4502, 0.8118)
H (1.8346, 2.1805, -3.4799)
H (3.9838, 1.2123, 3.1087)
H (-3.7345, -3.3972, 1.8913)
C (0.3270, -4.5799, 0.2142)
H (-3.2225, 3.6118, -0.5810)
H (-3.9557, -0.0901, 1.5863)
C (-2.7958, 0.8531, -3.4999)
H (-3.3115, 0.3581, -2.6769)
H (-2.6759, -1.9660, 2.3483)
S (1.7470, 3.0998, -1.1513)
C (2.0228, -3.9240, -1.6560)
H (3.7994, 0.2354, -3.1022)
H (0.3806, 3.0985, -3.1668)
O (0.1145, -2.2051, -1.0322)
H (-5.4222, -1.1069, 1.3734)
S (-3.3820, -1.7948, 0.0431)
S (-1.7158, 2.6229, 1.1258)
C (0.7091, 4.5804, -0.9007)
C (-4.5611, -0.6563, 0.8800)
H (1.9422, 3.9186, -3.4322)
H (-1.6015, -1.4593, -4.7886)
O (-0.6270, 0.4493, -1.9376)
H (0.1633, -0.2220, 4.0181)
H (5.3450, -0.2079, -2.2949)
H (0.4381, -5.6506, 0.0291)
H (-0.4503, 1.3589, 3.7483)
H (3.1209, 1.0231, 4.6229)
C (3.1381, 0.7100, 3.5806)
O (-0.0058, -1.7902, 1.6863)
H (-2.3607, 2.2329, -1.2097)
C (-2.9758, 2.7129, 2.4318)
H (-3.1312, 3.7790, 2.6176)

## Properties
Multiplicity ... 4
<S²> ... 3.7521
Net charge ... +1
E_LUMO (alpha / beta) ... -0.068 / -0.068 Eh
Calculated total energy ... -138685.7519 eV
Orbital gap (alpha / beta) ... 6.6 / 8.5 eV
Energy relative to the best compared isomer or geometry (same formula, charge and spin) ... 0.0 kJ/mol
M ... 659.9 g/mol

---

Record 3
C10H16 | the ωB97M-V functional and the def2-TZVPD basis

Geometry (Å):
H (0.8694, -2.1386, -0.7297)
H (0.1289, -4.1402, -1.5084)
C (-0.2732, 1.9767, 0.9283)
C (0.0811, -3.3735, -2.2829)
H (-0.6771, -1.7209, -1.2003)
C (0.2997, -1.9874, -1.6141)
C (0.9112, -0.9247, -2.5324)
H (0.7881, 3.7857, 0.5795)
C (-1.4187, 1.2054, 0.9223)
H (-0.1024, -1.7656, 1.9285)
H (0.2685, -0.0535, -2.6381)
H (-0.4300, 3.4855, -0.5836)
C (-0.2376, 3.4275, 0.4839)
C (1.0063, 0.0154, 1.5825)
H (-2.2877, -0.7030, 1.2235)
H (1.7825, 2.0342, 1.4496)
H (-0.8659, -3.3654, -2.8091)
C (0.9323, 1.3753, 1.3108)
H (0.8895, -3.5913, -2.9775)
H (1.0101, -1.3251, -3.5225)
H (-2.4003, 1.5620, 0.6479)
H (-0.9281, 4.0239, 1.0766)
H (1.9199, -0.6918, -2.2001)
C (-0.1560, -0.7454, 1.5637)
C (-1.3647, -0.1474, 1.2839)
H (1.9803, -0.4303, 1.6752)

## Properties
Multiplicity ... 1
Net charge ... 0
E_LUMO ... 0.037 Eh
Calculated total energy ... -10629.1502 eV
Orbital gap ... 10.1 eV
Energy relative to the best compared isomer or geometry (same formula, charge and spin) ... 57.3 kJ/mol
M ... 136.2 g/mol

---

Record 4
C6H16 | the ωB97M-V functional and the def2-TZVPD basis

Geometry (Å):
H (-2.0118, 2.7827, -1.0184)
H (1.9867, -0.0267, 2.0701)
C (-1.2251, 0.9291, -1.6423)
H (-1.9415, 0.0996, -1.5506)
H (-0.1618, 2.3411, -0.4492)
H (1.8432, -3.2193, -0.1491)
H (-1.4961, 1.4041, -2.6471)
C (1.7424, -1.0459, 0.2382)
C (-1.2584, 2.0648, -0.5461)
H (-0.2322, 0.5027, -1.6202)
C (1.3916, -0.8583, 1.7941)
H (-2.1032, 0.5439, 0.8427)
H (0.4009, -0.8034, 1.6874)
C (1.3531, -2.3589, -0.5975)
H (-1.1070, 1.5119, 1.5624)
C (-1.8570, 1.6455, 0.7294)
H (2.9264, -1.0302, 0.1547)
H (1.2325, -0.3099, -0.3360)
H (1.4977, -1.6808, 2.5449)
H (-2.6698, 2.2993, 1.1805)
H (0.2550, -2.5652, -0.5485)
H (1.4345, -2.2260, -1.6991)

## Properties
Multiplicity ... 1
Net charge ... 0
E_LUMO ... 0.041 Eh
Calculated total energy ... -6479.3035 eV
Orbital gap ... 11.9 eV
Energy relative to the best compared isomer or geometry (same formula, charge and spin) ... 227.1 kJ/mol
M ... 88.2 g/mol

---

Record 5
C7H10N2O6 | the ωB97M-V functional and the def2-TZVPD basis

Geometry (Å):
H (-1.8237, -1.4322, -3.1017)
C (-0.9435, 0.5175, -0.7428)
N (-1.4579, -0.4080, 0.2633)
N (-1.7448, 0.6933, -1.8069)
C (-0.8571, -1.7873, -3.4630)
C (0.6887, 2.2159, -1.5091)
H (1.6614, 1.7354, -1.7791)
O (0.0445, -1.0080, -3.5055)
H (0.8859, 3.0509, -1.0115)
C (0.1717, 1.2195, -0.5038)
O (-2.6601, -0.0380, -2.1275)
H (1.5843, -1.8396, 2.0934)
C (0.9932, 0.9891, 0.7385)
H (-0.7613, -2.7672, -3.9481)
O (-1.6188, -0.0196, 1.3958)
C (1.5500, -0.8191, 2.2890)
O (1.1559, -0.3126, 1.0128)
O (-1.7721, -1.4989, -0.1547)
H (0.9469, -0.2455, 4.3525)
H (0.0368, 2.3848, -2.3950)
O (1.4117, 1.8982, 1.3553)
H (-0.2918, 0.1885, 2.9398)
H (-0.1482, -1.5101, 3.5377)
H (2.4999, -0.5749, 2.7563)
C (0.4485, -0.6324, 3.3142)

## Properties
Multiplicity ... 1
Net charge ... 0
E_LUMO ... -0.065 Eh
Calculated total energy ... -22678.1430 eV
Orbital gap ... 7.7 eV
Energy relative to the best compared isomer or geometry (same formula, charge and spin) ... 539.7 kJ/mol
M ... 218.2 g/mol